1.
{
  "formula": "C3H5FN2",
  "method": "wB97M-V/def2-TZVPD",
  "smiles": "CN(F)CC#N",
  "energy_ha": -326.55149,
  "e_homo_ev": -10.028,
  "mol_weight_g_mol": 88.1,
  "elements": ["C", "N", "F", "C", "C", "N", "H", "H", "H", "H", "H"],
  "xyz": [[1.1921, -0.0873, 0.7981], [0.6661, 0.5832, -0.4198], [0.2316, 1.8574, -0.0017], [-0.6741, -0.2103, -1.0824], [-1.7235, -0.3248, -0.0850], [-2.5222, -0.3826, 0.7382], [1.9891, 0.4791, 1.0746], [0.3794, 0.0230, 1.5468], [1.5510, -1.1440, 0.4137], [-0.1131, -1.2219, -1.0565], [-0.9764, 0.4282, -1.9260]],
  "forces_ev_per_angstrom": [[-3.0, -2.0, -2.3], [-1.5, -1.3, -1.7], [-0.2, -0.2, 0.2], [3.7, 0.4, 3.0], [-0.2, 0.3, 0.1], [0.0, -0.1, 0.0], [2.5, 1.4, 0.9], [0.7, -1.0, 0.1], [-1.0, 2.0, 1.3], [-1.4, 1.5, -1.5], [0.5, -1.0, 0.0]],
  "mulliken_charge": [-0.74, -0.15, -0.21, -0.29, 0.31, -0.38, 0.26, 0.37, 0.28, 0.25, 0.31]
}



2.
{
  "formula": "C3H5FNOPS2",
  "method": "wB97M-V/def2-TZVPD",
  "energy_ha": -1484.91697,
  "e_homo_ev": -9.658,
  "mol_weight_g_mol": 185.2,
  "elements": ["C", "C", "C", "N", "O", "F", "P", "S", "S", "H", "H", "H", "H", "H"],
  "xyz": [[1.2381, 0.8255, 0.4529], [-0.1050, 0.6476, -0.0016], [-0.7501, -0.6977, -0.1926], [2.2460, 1.1848, 0.8579], [-0.7489, -1.4757, 0.9585], [2.6845, -0.4490, 2.8744], [0.3411, -2.6514, 1.2097], [-0.0300, -3.5322, 2.9029], [1.5013, -2.9774, -0.2527], [-0.6907, 1.3219, 0.5401], [-0.1113, 1.0469, -1.0931], [-0.3227, -1.2386, -1.0656], [-1.7403, -0.6093, -0.2799], [3.1114, 0.0154, 2.2405]],
  "forces_ev_per_angstrom": [[0.5, 0.0, 0.3], [0.0, 0.3, -3.8], [3.2, -0.7, -0.4], [0.4, -0.1, -0.2], [1.5, -1.7, 1.7], [-0.9, -1.5, 1.9], [-1.1, -0.5, 1.5], [0.5, 0.8, -1.6], [0.1, 0.0, 0.2], [-1.1, 0.9, 1.0], [0.0, -0.2, 1.7], [-0.2, 0.3, 0.6], [-3.9, 1.1, -1.3], [0.9, 1.3, -1.6]],
  "mulliken_charge": [0.31, -0.19, -0.67, -0.55, -0.34, -0.41, 0.67, -0.28, -0.29, 0.31, 0.26, 0.42, 0.33, 0.41]
}



3.
{
  "formula": "C3H5FO",
  "method": "wB97M-V/def2-TZVPD",
  "smiles": "CO/C=C\\F",
  "energy_ha": -292.35194,
  "e_homo_ev": -8.902,
  "mol_weight_g_mol": 76.1,
  "elements": ["C", "O", "C", "C", "F", "H", "H", "H", "H", "H"],
  "xyz": [[1.5735, -0.3622, 0.0722], [0.2378, -0.7722, -0.2251], [-0.6038, 0.2731, -0.1745], [-1.8837, 0.2436, -0.0344], [-2.5273, -0.9014, 0.0025], [1.6454, 0.1825, 0.9916], [1.9977, 0.2434, -0.7704], [2.1862, -1.2901, 0.1433], [-0.1207, 1.2499, -0.1434], [-2.5051, 1.1335, 0.1382]],
  "forces_ev_per_angstrom": [[0.9, -1.1, -1.5], [0.5, -0.3, 0.0], [2.3, 1.5, 0.3], [-1.8, 1.0, 0.4], [-1.0, -1.3, 0.1], [-0.1, 0.3, 0.6], [-0.4, -0.3, 0.7], [-0.5, 0.7, 0.0], [-0.2, 0.0, -0.1], [0.4, -0.5, -0.3]],
  "mulliken_charge": [-0.72, -0.34, -0.20, 0.01, -0.24, 0.35, 0.30, 0.23, 0.29, 0.30]
}



4.
{
  "formula": "C3H5FO",
  "method": "wB97M-V/def2-TZVPD",
  "energy_ha": -292.17811,
  "e_homo_ev": -6.470,
  "mol_weight_g_mol": 76.1,
  "elements": ["C", "C", "C", "F", "H", "H", "O", "H", "H", "H"],
  "xyz": [[-0.8821, -0.9700, -1.4543], [0.1158, -0.4035, -1.0615], [1.2812, 0.1408, -0.3697], [2.3198, -0.8097, -0.4845], [-1.5581, -1.6745, -1.8815], [1.5895, 1.0511, -0.8976], [-0.8845, 0.5699, 1.6720], [-1.2171, 1.4430, 1.4007], [-0.0637, 0.6484, 2.2014], [-0.7008, 0.0043, 0.8748]],
  "forces_ev_per_angstrom": [[-0.3, -0.6, 0.1], [0.9, 0.4, 0.8], [-1.4, 0.1, -0.6], [0.2, 0.0, 0.2], [-0.2, 0.4, -0.1], [0.2, -0.1, 0.3], [-0.9, 0.0, 1.0], [0.2, 0.0, -0.2], [0.4, 0.0, -0.6], [0.9, -0.2, -1.1]],
  "mulliken_charge": [-0.16, -0.26, -0.49, -0.30, 0.38, 0.10, -0.51, 0.48, 0.51, 0.25]
}



5.
{
  "formula": "C3H5FeLiO4",
  "method": "wB97M-V/def2-TZVPD",
  "energy_ha": -1689.08098,
  "e_homo_ev": [-10.111, -12.437],
  "charge": 1,
  "multiplicity": 6,
  "mol_weight_g_mol": 167.9,
  "elements": ["Fe", "O", "C", "H", "H", "C", "O", "C", "O", "O", "Li", "H", "H", "H"],
  "xyz": [[0.9781, -2.3234, -0.9648], [0.6829, -1.8882, 0.9152], [-0.2285, -1.3711, 1.6171], [-1.2516, -1.7867, 1.5442], [0.0735, -0.8970, 2.5684], [-1.1090, 0.2650, -0.0082], [0.2537, 0.7920, -0.0376], [0.9326, 0.8044, -1.1448], [1.2808, -0.2322, -1.6890], [0.9350, 2.0649, -1.5436], [-1.3009, 2.2847, 1.1756], [-1.8519, 0.5179, -0.7908], [-1.1144, -0.7515, -0.4296], [1.7198, 2.5214, -1.2121]],
  "forces_ev_per_angstrom": [[0.1, -0.2, -0.6], [-0.8, 1.4, 0.9], [0.0, -2.0, 0.2], [0.5, 0.5, 0.1], [-0.2, 0.4, -0.6], [-0.9, -1.8, 0.8], [-1.0, 0.2, 1.7], [-1.3, -1.5, -0.4], [0.4, 1.5, -0.1], [1.7, 0.8, -1.7], [0.1, -1.0, -0.4], [0.6, 1.9, -0.1], [0.6, -0.4, 0.7], [0.2, 0.2, -0.4]],
  "mulliken_spin": [5.10, -0.08, 0.01, 0.00, 0.01, 0.02, 0.01, -0.01, -0.06, 0.00, 0.00, 0.00, 0.01, 0.00]
}



6.
{
  "formula": "C3H5GdLiO4",
  "method": "wB97M-V/def2-TZVPD",
  "energy_ha": -1190.58290,
  "e_homo_ev": [-13.129, -16.785],
  "charge": 2,
  "multiplicity": 9,
  "mol_weight_g_mol": 269.3,
  "elements": ["Gd", "O", "C", "H", "H", "C", "O", "C", "O", "O", "Li", "H", "H", "H"],
  "xyz": [[1.2161, 0.8057, -0.8720], [0.3150, 0.3708, 1.3587], [-0.7072, -0.2713, 1.8251], [-1.6461, 0.3184, 1.8266], [-0.6063, -0.9982, 2.6511], [-1.3119, -1.5087, 0.0292], [-1.7727, -2.2840, -1.1268], [-2.0465, -1.6235, -2.2311], [-1.3508, -0.6811, -2.5732], [-3.3690, -1.7060, -2.3612], [-3.5140, -2.7456, 0.3611], [-0.2863, -1.9211, -0.0030], [-1.6548, -0.4798, -0.1804], [-3.7189, -0.9271, -2.8145]],
  "forces_ev_per_angstrom": [[-0.9, -0.3, 2.2], [1.5, 0.1, -2.8], [-0.6, 1.1, 1.4], [0.1, -0.5, 0.0], [0.3, 0.2, -0.5], [0.6, -0.4, -2.3], [0.4, -2.8, 0.7], [-1.2, 4.0, 2.0], [0.1, -1.0, -0.9], [-0.5, -0.3, -1.1], [0.1, -0.1, -0.4], [-0.3, 0.6, 1.7], [0.3, -0.5, 0.6], [0.0, -0.1, -0.7]],
  "mulliken_spin": [6.41, 0.00, 0.52, 0.00, 0.01, 0.88, 0.04, 0.03, -0.04, 0.00, 0.01, 0.06, 0.06, 0.00]
}



7.
{
  "formula": "C3H5HgLiO",
  "method": "wB97M-V/def2-TZVPD",
  "energy_ha": -353.28177,
  "e_homo_ev": [-6.186, -6.135],
  "multiplicity": 3,
  "mol_weight_g_mol": 264.6,
  "elements": ["O", "C", "H", "Li", "Hg", "C", "H", "H", "C", "H", "H"],
  "xyz": [[0.7096, -0.2827, 0.8769], [0.0615, 0.5478, -0.0367], [0.8200, 1.2541, -0.4938], [1.7054, 1.5171, 1.8149], [-1.2554, -1.0165, 0.9977], [1.6176, 3.8196, 2.8231], [2.6480, 4.1556, 2.6749], [1.3051, 3.5525, 3.8364], [0.7377, 3.8256, 1.8049], [-0.3008, 3.5270, 1.9655], [1.0369, 4.1749, 0.8119]],
  "forces_ev_per_angstrom": [[2.8, 3.3, -1.0], [3.4, -0.3, 1.9], [-1.3, -0.2, -0.5], [-0.9, -1.0, -0.6], [-4.0, -1.6, 0.3], [-0.3, 0.0, -0.4], [-0.3, -0.1, 0.1], [0.2, 0.0, -0.3], [0.4, 0.0, 0.5], [0.3, 0.1, -0.2], [-0.2, -0.2, 0.3]],
  "mulliken_spin": [0.28, 1.35, 0.13, -0.01, 0.22, 0.00, 0.00, 0.00, 0.05, -0.01, -0.01]
}



8.
{
  "formula": "C3H5HgO3",
  "method": "wB97M-V/def2-TZVPD",
  "energy_ha": -495.94441,
  "e_homo_ev": [-13.889, -15.149],
  "charge": 1,
  "mol_weight_g_mol": 289.7,
  "elements": ["H", "O", "C", "C", "O", "O", "C", "Hg", "H", "H", "H", "H"],
  "xyz": [[-1.3333, -1.2932, 1.1941], [-0.7828, -0.2516, 0.8464], [-0.9712, 1.2199, -0.7115], [0.6440, -0.0794, 0.9475], [-2.0809, 0.8503, -1.1397], [-0.0298, 0.3331, -1.2823], [1.1405, 0.1189, -0.4847], [-1.9526, -1.1179, -0.9240], [1.1354, -0.9045, 1.4707], [0.7540, 0.8521, 1.5173], [1.7005, -0.7372, -0.8735], [1.7762, 1.0093, -0.5602]],
  "forces_ev_per_angstrom": [[2.9, 4.1, -0.6], [-2.3, -3.9, 3.2], [-0.9, -2.4, -3.7], [0.3, -0.1, 0.7], [0.4, 5.5, 1.3], [0.6, 1.7, 0.6], [0.9, 0.5, 0.2], [-1.4, -5.1, -1.7], [-0.1, 0.2, -0.1], [0.1, -0.4, 0.0], [-0.5, 0.2, -0.2], [0.0, -0.3, 0.1]],
  "mulliken_charge": [0.43, -0.70, 0.35, -0.17, -0.42, -0.29, -0.30, 0.88, 0.38, 0.24, 0.32, 0.29]
}



9.
{
  "formula": "C3H5I2NO5P",
  "method": "wB97M-V/def2-TZVPD",
  "energy_ha": -1485.19302,
  "e_homo_ev": -5.863,
  "charge": -1,
  "mol_weight_g_mol": 419.9,
  "elements": ["C", "C", "C", "N", "O", "O", "O", "O", "O", "P", "I", "I", "H", "H", "H", "H", "H"],
  "xyz": [[-3.3491, -0.0356, 2.0192], [-1.8138, 0.2252, 2.2524], [1.0139, 0.4542, 0.1620], [1.4618, -0.0081, -1.0355], [-4.1844, 0.0570, 2.8847], [-1.4050, -0.3921, -0.3757], [-3.6717, -0.4594, 0.8215], [-0.8757, 2.1241, -1.0262], [-1.1402, 1.3332, 1.4529], [-0.7182, 0.9090, -0.1108], [-1.3863, 0.7112, 4.2339], [1.9576, 2.2281, 1.0058], [-1.3360, -0.6336, 2.0783], [1.4696, -0.1107, 0.8824], [-2.8536, -0.5889, 0.3023], [1.0781, 0.4760, -1.8241], [2.4274, -0.2040, -1.1356]],
  "forces_ev_per_angstrom": [[-0.2, 0.4, 0.5], [-1.0, 4.6, -0.8], [-0.3, 1.3, -1.3], [0.1, -0.3, -1.7], [0.5, 0.2, 0.1], [-0.3, -0.5, -0.3], [-0.5, -0.1, 0.3], [0.8, -2.5, 1.7], [-1.8, -1.9, 0.4], [-1.6, 2.1, 0.2], [0.0, 0.1, 0.6], [1.0, 1.6, 0.3], [1.9, -3.3, -0.8], [-0.4, -2.0, 2.2], [0.9, 0.2, -1.0], [0.0, 0.2, -0.5], [0.8, -0.1, 0.0]],
  "mulliken_charge": [0.69, -0.61, -0.56, -0.49, -0.58, -0.84, -0.49, -0.71, -0.28, 0.79, 0.08, -0.10, 0.49, 0.64, 0.52, 0.20, 0.25]
}



10.
{
  "formula": "C3H5I3O",
  "method": "wB97M-V/def2-TZVPD",
  "energy_ha": -1085.46256,
  "e_homo_ev": -7.993,
  "mol_weight_g_mol": 437.8,
  "elements": ["C", "C", "C", "O", "I", "I", "I", "H", "H", "H", "H", "H"],
  "xyz": [[1.1313, -0.1687, 1.1413], [1.3457, 0.5505, -0.1248], [-1.7236, 0.4148, -0.5373], [1.1054, 0.1122, -1.2411], [-3.0906, 0.2626, 1.1977], [-2.6384, 1.2568, -2.2064], [-1.3531, -1.9137, -1.1089], [1.4399, -1.2344, 1.0431], [0.0500, -0.0874, 1.3206], [1.8837, 0.2272, 1.8963], [1.8972, 1.4722, -0.1747], [-0.0474, -0.8921, -1.2059]],
  "forces_ev_per_angstrom": [[1.4, -0.4, 0.7], [1.0, -0.7, -1.6], [-0.3, 0.1, 1.2], [-0.6, -0.3, 0.2], [0.1, 0.2, -0.4], [-0.5, 0.3, -0.4], [-0.4, -0.7, -0.1], [-0.6, 0.6, -0.3], [0.3, 0.0, 0.8], [-1.6, -0.1, -0.5], [0.2, 0.9, 0.7], [1.1, 0.0, -0.3]],
  "mulliken_charge": [-0.76, 0.28, -0.74, -0.49, 0.02, 0.11, 0.04, 0.29, 0.17, 0.30, 0.45, 0.34]
}



11.
{
  "formula": "C3H5IN2",
  "method": "wB97M-V/def2-TZVPD",
  "energy_ha": -524.19425,
  "e_homo_ev": [-7.872, -7.958],
  "mol_weight_g_mol": 196.0,
  "elements": ["C", "C", "C", "N", "N", "I", "H", "H", "H", "H", "H"],
  "xyz": [[1.5202, -1.0289, 0.8480], [0.6382, -1.6813, 0.2159], [-1.1290, 1.0297, -0.1807], [2.3635, -0.1506, 0.9206], [-0.4168, 0.2967, -1.3272], [-0.1769, -3.6633, 0.7349], [-1.0816, 0.4897, -1.9813], [-0.7367, 1.0190, 0.8204], [-2.1626, 0.9056, -0.1514], [-1.1034, 1.9396, -0.7971], [2.2852, 0.8438, 0.8977]],
  "forces_ev_per_angstrom": [[0.3, 2.3, -1.0], [-3.0, -3.3, 0.1], [1.9, -0.7, -2.9], [1.5, -0.6, -0.3], [2.7, 0.2, 5.9], [0.6, 2.1, -0.6], [-2.7, -0.7, -3.2], [0.8, 0.1, -0.1], [-2.0, -1.0, 0.2], [0.4, 1.1, 0.9], [-0.6, 0.5, 1.0]],
  "mulliken_charge": [0.50, -0.49, -0.75, -0.48, -0.34, 0.07, 0.25, 0.28, 0.34, 0.33, 0.28]
}



12.
{
  "formula": "C3H5IN2",
  "method": "wB97M-V/def2-TZVPD",
  "energy_ha": -524.38126,
  "e_homo_ev": -8.148,
  "mol_weight_g_mol": 196.0,
  "elements": ["C", "C", "C", "N", "N", "I", "H", "H", "H", "H", "H"],
  "xyz": [[-0.0554, -1.2103, -0.0154], [-0.1454, 0.1243, 0.1636], [-0.9267, 0.9883, 0.8751], [1.0246, 0.2693, -0.6128], [1.2242, -1.1307, -0.6367], [1.3357, -1.7705, -2.5177], [-0.6530, -2.0662, 0.0505], [-0.6895, 0.9956, 1.9624], [-0.8570, 2.0010, 0.4815], [-1.9935, 0.8087, 0.7830], [1.7360, 0.9903, -0.5336]],
  "forces_ev_per_angstrom": [[-0.2, 0.1, 0.3], [2.8, -4.2, -2.6], [-2.4, 3.6, 2.6], [-0.5, 2.6, -0.3], [0.3, 0.4, 1.2], [0.1, -0.7, -1.5], [-0.6, -1.0, 0.3], [-0.1, 0.2, -0.6], [0.3, 0.3, 0.2], [-0.2, -0.5, 0.1], [0.4, -0.7, 0.4]],
  "mulliken_charge": [-0.44, 0.56, -1.15, -0.14, -0.39, 0.10, 0.39, 0.24, 0.33, 0.31, 0.20]
}